Record 1
Entry from the Open Molecules 2025 dataset: one molecule with the formula C2H3N3O2 (ωB97M-V/def2-TZVPD).

XYZ file:
```
10
Properties=species:S:1:pos:R:3:lowdin_charge:R:1
C 0.15610 -0.95612 0.66890 -0.458
C -0.56379 0.49133 0.69879 -0.483
N -1.22577 0.68286 -0.44539 0.185
N 1.22516 -0.74590 -0.00757 0.061
N 1.64373 -0.42152 -1.12226 0.148
O -0.29242 -1.83526 1.36076 0.106
O -0.52428 1.18198 1.66618 0.120
H -1.79527 1.50989 -0.56123 0.124
H -1.17158 0.02478 -1.20434 0.111
H 2.54812 0.06795 -1.05384 0.085
```

Summary:
- HOMO-LUMO gap: 8.642 eV
- Multiplicity: 1
- SMILES: [H]/N=N/C(=O)C(N)=O

Record 2
Entry from the Open Molecules 2025 dataset: C8H12B2F8K3O6 as an isolated structure (ωB97M-V/def2-TZVPD).

XYZ file:
```
39
Properties=species:S:1:pos:R:3:lowdin_charge:R:1
K -0.56709 0.08386 -4.71329 0.969
K -3.80087 -0.99703 -1.53175 1.018
K 1.62012 -3.26980 -2.28884 1.012
B -0.74902 -1.34887 -0.94801 -1.322
F -1.64438 -0.93367 0.02416 0.108
F -1.27475 -1.08038 -2.25657 -0.016
F 0.46653 -0.64608 -0.85755 0.107
F -0.50952 -2.73521 -0.81853 0.043
B -4.01953 -0.29425 -4.69036 -1.276
F -5.25183 -0.16892 -4.04118 0.108
F -4.15707 -0.30720 -6.06803 0.142
F -3.11792 0.76482 -4.37295 0.015
F -3.45404 -1.51429 -4.19224 0.015
C 0.60662 -0.67391 2.53842 -0.016
C 1.18258 -1.31204 3.78902 -0.308
C 1.09555 -2.84717 3.80262 -0.087
O 2.43657 -3.28418 4.01613 0.070
C 3.28164 -2.22998 3.97192 -0.561
O 4.45488 -2.29427 4.06615 0.181
O 2.58857 -1.06884 3.80877 0.081
H 1.02630 -1.19813 1.66912 0.082
H 0.88728 0.37213 2.46942 0.081
H -0.46922 -0.84093 2.47610 0.094
H 0.67512 -0.90419 4.66589 0.154
H 0.68401 -3.25242 2.87168 0.126
H 0.46981 -3.25007 4.59874 0.134
C 1.77253 2.95358 0.54181 -0.011
C 0.64168 3.21941 -0.40836 -0.310
C 0.77416 2.46823 -1.74671 -0.088
O -0.57605 2.09479 -2.05283 0.031
C -1.34742 2.24581 -0.95313 -0.551
O -2.49084 1.95361 -0.90182 0.177
O -0.59983 2.71001 0.08096 0.106
H 1.65900 3.49333 1.47925 0.096
H 2.70163 3.31094 0.08910 0.099
H 1.86243 1.88398 0.72845 0.081
H 0.55272 4.28049 -0.65891 0.161
H 1.37429 1.55608 -1.64083 0.120
H 1.21537 3.06073 -2.54581 0.136
```

Summary:
- Total charge: +1
- HOMO-LUMO gap: 8.573 eV
- Multiplicity: 1

Record 3
Entry from the Open Molecules 2025 dataset: a 2-piece molecular cluster, C12H14F3NO6PS overall (ωB97M-V/def2-TZVPD).

XYZ file:
```
38
Properties=species:S:1:pos:R:3:lowdin_charge:R:1
N 3.67787 -1.82993 -0.47105 -0.295
P 2.62731 -0.82107 -1.07835 0.787
C 2.16094 0.40992 0.28898 -0.277
O 3.43558 0.53727 0.99632 0.017
C 4.16265 1.36336 0.18377 -0.556
O 5.34727 1.55766 0.18171 0.148
O 3.30983 2.05213 -0.69409 0.012
C 2.02358 1.89217 -0.04260 -0.296
C 0.85789 2.38553 -0.87026 -0.120
C -0.43488 2.24146 -0.04114 -0.113
C -1.37355 1.15338 -0.54110 -0.235
C -2.65598 1.17460 -0.05354 -0.069
C -3.53250 0.21861 -0.48957 -0.099
C -3.19327 -0.73541 -1.40724 -0.102
C -1.91330 -0.75919 -1.87773 -0.090
C -1.01976 0.18469 -1.43958 -0.082
H 3.32759 -2.78018 -0.50614 -0.047
H 3.28111 -0.13035 -2.12626 0.019
H 1.49312 -1.52504 -1.53317 0.010
H 1.39715 -0.08764 0.89535 0.113
H 2.11711 2.41246 0.91921 0.165
H 0.80396 1.90415 -1.84623 0.109
H 1.04236 3.44582 -1.07544 0.120
H -0.23916 2.14847 1.03150 0.129
H -0.98930 3.17967 -0.16072 0.115
H -2.99190 1.91596 0.66004 0.122
H -4.53602 0.23670 -0.07363 0.108
H -3.91604 -1.46326 -1.75629 0.104
H -1.56940 -1.50480 -2.58626 0.106
H -0.01432 0.15996 -1.84266 0.070
C -2.06720 -3.08431 2.16005 -0.660
F -2.83544 -3.19089 3.25679 0.107
F -1.31486 -4.19606 2.10320 0.107
F -2.89588 -3.12234 1.10065 0.102
S -1.04036 -1.55259 2.18335 0.446
O -0.22691 -1.69272 3.36914 -0.320
O -2.01536 -0.48375 2.24283 -0.316
O -0.28994 -1.61439 0.94020 -0.339
```

Summary:
- Total charge: -1
- HOMO-LUMO gap: 8.886 eV
- Multiplicity: 1

Record 4
Entry from the Open Molecules 2025 dataset: C30H34NO8STl as an isolated structure (ωB97M-V/def2-TZVPD).

XYZ file:
```
75
Properties=species:S:1:pos:R:3:lowdin_charge:R:1
C 0.16643 -0.64726 -4.94232 -0.238
C -0.12331 -1.10773 -3.49451 -0.084
C -0.13789 0.84766 -5.02475 -0.052
C -1.04040 1.21058 -3.81748 -0.217
H -0.68921 1.04371 -5.94253 0.117
H 0.79391 1.42387 -5.01508 0.123
C -1.22452 -0.21386 -2.99611 -0.174
H 0.78854 -0.98719 -2.89591 0.134
H -0.39506 -2.17193 -3.51108 0.133
C -1.53945 -0.40961 -1.47214 -0.308
H -2.15983 -0.59915 -3.43921 0.128
H -2.05479 1.46342 -4.16578 0.133
C -0.54372 2.42372 -3.22357 -0.317
C 1.56795 -1.01530 -5.42249 -0.452
C -0.63460 -1.41781 -6.00771 -0.432
O -1.28871 -0.90436 -6.88908 0.105
O 2.45691 -1.38673 -4.73757 0.164
O 1.66243 -0.87619 -6.77096 -0.037
O -0.48850 -2.75671 -5.93310 -0.022
C -1.01015 -3.40777 -7.08776 -0.049
H -0.79519 -4.46080 -6.94350 0.091
H -0.50932 -3.02496 -7.97680 0.096
H -2.07927 -3.22720 -7.17379 0.093
C 2.94143 -1.26688 -7.26995 -0.049
H 3.74196 -0.68026 -6.79569 0.099
H 2.90026 -1.07784 -8.34427 0.089
H 3.11731 -2.33510 -7.07148 0.100
O -1.21711 0.50874 -0.46810 -0.604
H -1.02166 -1.31087 -1.04971 0.115
H -2.65209 -0.38140 -1.32686 0.109
C -1.52094 3.31915 -2.54693 -0.075
C 0.82036 2.34529 -2.62990 -0.062
H 1.35386 2.92923 -3.37720 0.071
H 1.27470 1.33226 -2.55988 0.096
H 0.95620 2.82469 -1.63491 0.077
H -1.24344 3.68817 -1.53191 0.073
H -2.54953 2.91239 -2.47166 0.087
H -1.49247 4.15092 -3.25174 0.070
Tl -0.55184 1.56526 1.15141 0.872
C -2.33374 -0.72461 3.64906 -0.131
C -2.76383 -0.54711 2.29553 -0.140
C -2.31079 -1.67169 1.53801 -0.135
H -3.33982 0.29125 1.92673 0.081
C -1.57809 -2.52807 2.41591 -0.090
C -1.60329 -1.95068 3.72196 -0.140
H -1.14912 -2.35708 4.61497 0.071
H -2.54051 -0.06234 4.46976 0.072
H -2.50720 -1.85127 0.49175 0.060
H -1.08788 -3.44935 2.13881 0.088
C 2.26859 0.29348 3.07353 -0.181
C 1.98581 -0.74221 4.00921 -0.171
C 1.56486 -1.89029 3.27358 -0.197
H 2.08790 -0.67489 5.08464 0.066
C 1.58282 -1.56872 1.88767 -0.186
C 2.02926 -0.21838 1.76424 -0.253
H 2.17456 0.32317 0.82618 0.046
H 2.61068 1.29528 3.31620 0.076
H 1.27719 -2.84763 3.70284 0.062
H 1.30330 -2.22495 1.07125 0.062
O 0.85946 4.72005 6.63252 -0.348
S 1.41269 3.49563 6.11446 0.592
O 2.84468 3.36114 6.03951 -0.336
N 0.68707 2.99350 4.72342 -0.058
C -0.08881 1.88443 4.82667 -0.532
O -0.76343 1.38463 3.90984 -0.154
C -0.00335 1.31182 6.21117 -0.121
C -0.51741 0.11101 6.70135 -0.007
C -0.29133 -0.22837 8.02742 -0.093
C 0.44584 0.62409 8.87018 -0.100
C 0.98859 1.82112 8.36396 -0.058
C 0.75738 2.12760 7.02890 -0.233
H -1.07732 -0.52894 6.01917 0.092
H -0.68639 -1.16488 8.42627 0.093
H 0.60694 0.35893 9.91941 0.086
H 1.57543 2.51219 8.97592 0.110
```

Summary:
- Total charge: -2
- HOMO-LUMO gap (alpha / beta): 4.346 / 3.913 eV
- Multiplicity: 1

Record 5
Entry from the Open Molecules 2025 dataset: a 2-piece molecular cluster, C4H3I overall (ωB97M-V/def2-TZVPD).

XYZ file:
```
8
Properties=species:S:1:pos:R:3:lowdin_charge:R:1
C 1.32397 0.85476 0.20563 -0.103
C 1.61287 0.67918 -1.17328 0.016
C -0.09879 0.85023 0.54808 -0.087
C 0.37352 0.08864 -0.75512 -0.181
I 4.94777 -0.17793 0.27830 0.022
H -0.49325 0.29220 1.42808 0.114
H -0.51004 1.80768 0.47253 0.076
H -0.16632 -0.90732 -0.89860 0.142
```

Summary:
- HOMO-LUMO gap (alpha / beta): 8.497 / 6.156 eV
- Multiplicity: 1

Record 6
Entry from the Open Molecules 2025 dataset: C18H31BFeN as an isolated structure (ωB97M-V/def2-TZVPD).

XYZ file:
```
52
Properties=species:S:1:pos:R:3:lowdin_charge:R:1
C -0.09883 -4.09935 -3.58070 -0.079
C 0.05894 -2.61347 -3.81937 -0.198
N 0.14786 -1.74959 -2.56204 -0.236
C 1.30167 -2.28040 -1.71602 -0.193
C 1.36332 -1.67056 -0.34978 -0.102
C 0.54250 -0.36193 -3.05596 -0.198
C -0.34112 0.10947 -4.19251 -0.097
B -1.24561 -1.65104 -1.66278 -0.323
H -1.21339 -0.84894 -0.65758 0.033
H -0.11747 -4.56202 -4.57310 0.083
H 0.75866 -4.54874 -3.07382 0.068
H -1.02518 -4.37016 -3.06791 0.081
H 0.99598 -2.42331 -4.35351 0.127
H -0.77536 -2.23988 -4.42086 0.117
H 1.19296 -3.36309 -1.64561 0.106
H 2.21606 -2.04341 -2.27669 0.124
H 2.30221 -1.96062 0.14362 0.100
H 1.36901 -0.58012 -0.39831 0.039
H 0.53195 -1.96693 0.30510 0.071
H 0.51730 0.33469 -2.21314 0.116
H 1.57755 -0.45234 -3.42256 0.122
H -0.24983 1.19567 -4.28416 0.083
H -0.00021 -0.29597 -5.15168 0.076
H -1.39978 -0.13725 -4.06160 0.066
H -2.10113 -1.15532 -2.39147 0.018
H -1.57212 -2.75988 -1.29028 0.024
C -3.06178 1.26860 1.59213 -0.101
C -2.02838 1.24693 2.63890 -0.157
C -1.38190 2.43421 3.01607 -0.342
C -0.65916 2.72373 4.26234 -0.107
C 0.40684 3.63219 3.97029 -0.149
C 0.34539 3.96741 2.55194 -0.156
C -0.77761 3.30011 1.97216 -0.098
Fe 0.47912 1.99847 2.80509 0.483
C 0.46131 0.27770 1.83869 -0.191
C 0.69440 0.07427 3.25381 -0.147
C 1.88029 0.81822 3.61014 -0.145
C 2.37257 1.49487 2.42501 -0.144
C 1.48964 1.15510 1.32790 -0.164
H -3.77631 0.46770 1.81584 0.078
H -3.62015 2.21446 1.64169 0.085
H -2.67374 1.14969 0.56461 0.077
H -1.86694 0.32787 3.22995 0.110
H -1.00098 2.35005 5.23153 0.126
H 1.08905 4.08798 4.67455 0.113
H 0.99636 4.68266 2.05449 0.116
H -1.19586 3.36490 0.97604 0.121
H -0.26872 -0.23780 1.21520 0.090
H 0.11536 -0.57689 3.90265 0.121
H 2.35937 0.79067 4.58881 0.119
H 3.28750 2.06477 2.34256 0.112
H 1.59839 1.41661 0.27028 0.119
```

Summary:
- HOMO-LUMO gap (alpha / beta): 6.155 / 8.790 eV
- Multiplicity: 6